Here is the ion C3H3INO2 with charge -1 at a distorted geometry from the OMol25 dataset. Energies are from wB97M-V/def2-TZVPD.

Last columns: bonded neighbours and bond lengths (Å).
Geometry (Å):
1 H -1.0262 0.8226 -2.4647  C10 1.148
2 H -0.0839 -1.3747 0.5362  C3 1.059
3 C -0.3368 -0.3526 0.6456  H2 1.059, C6 1.643, I8 2.234, N9 1.337
4 O 1.3261 0.3857 2.1932  C6 1.225
5 H 0.2618 -0.6303 -1.9961  C10 1.145
6 C 1.1487 0.2601 0.9881  C3 1.643, O4 1.225, O7 1.237
7 O 1.7905 0.4548 -0.0516  C6 1.237
8 I -1.7747 0.0530 2.3067  C3 2.234
9 N -0.7699 0.2494 -0.4673  C3 1.337, C10 1.251
10 C -0.5356 0.1321 -1.6902  H1 1.148, H5 1.145, N9 1.251

SMILES string = C=N[C@H](I)C(=O)[O-]
E_LUMO = 3.099 eV
2S+1 = 1
energy above the lowest of the compared OMol25 structures with the same formula, charge and spin = 0.0 kcal/mol
total charge = -1
HOMO level = -4.48 eV